CH25MnO17P | the ωB97M-V functional and the def2-TZVPD basis

```
45
Properties=species:S:1:pos:R:3:lowdin_charge:R:1
Mn -0.742 -1.225 -1.827 0.97
P 0.118 0.215 0.104 0.26
O -2.385 -0.663 -3.244 -0.03
O -1.102 0.375 -0.784 -0.34
O 1.161 1.370 -0.079 -0.33
O 1.430 -3.295 0.715 -0.04
O 3.086 -1.087 -1.394 -0.03
O -0.818 -3.319 -1.955 -0.07
O -2.747 2.190 -0.774 0.32
O 2.701 1.366 -2.329 -0.05
O 0.739 3.878 -0.126 0.33
O -0.415 0.089 1.565 -0.31
O 3.330 0.850 0.872 0.32
O -2.032 -4.546 -0.604 0.05
O -0.224 2.238 2.717 0.31
O 0.639 -1.762 3.210 -0.04
O -2.496 -1.162 1.458 0.29
O -2.254 -2.363 -0.834 -0.11
O 0.705 -1.138 -0.444 -0.35
C -1.770 -3.448 -1.154 -0.98
H 2.008 1.635 -1.729 -0.04
H 0.668 2.594 2.638 0.16
H -0.363 1.392 2.250 0.02
H 2.188 -1.256 -1.080 -0.02
H -2.934 0.011 -3.648 0.08
H -0.952 2.863 2.608 0.17
H 1.128 -2.456 0.356 -0.05
H 3.319 -1.876 -1.887 0.09
H 0.779 2.907 -0.195 0.05
H -3.295 1.923 -0.029 0.17
H -2.612 -1.471 -3.711 0.09
H -0.199 4.122 -0.157 0.16
H -2.528 -1.702 0.652 0.08
H -2.424 3.086 -0.602 0.15
H 0.338 -1.024 2.676 -0.05
H -1.994 1.585 -0.904 0.04
H 0.817 -3.944 0.366 0.06
H 2.832 0.431 -2.143 -0.02
H 3.132 1.284 1.708 0.17
H -1.625 -0.742 1.595 0.03
H -3.151 -0.460 1.399 0.15
H 3.530 -0.089 0.970 0.18
H 0.952 -2.410 2.574 0.01
H 0.993 4.081 0.784 0.17
H 2.472 0.955 0.416 0.01
```

Charge = +2
Energy relative to the best compared isomer or geometry (same formula, charge and spin) = 2.530 eV
⟨S²⟩ = 8.959
2S+1 = 6
E_LUMO (spin up / spin down) = -10.1 / -10.0 eV
Electronic energy = -76840.9213 eV
Strongest force on any atom = 8.375 eV Å⁻¹
Gap between HOMO and LUMO (spin up / spin down) = 2.12 / 1.90 eV